No. 1
DFT (ωB97M-V/def2-TZVPD) results for C33H48N6O3PRe as an isolated structure.

Last column: Mulliken charge in e.
Geometry (Å):
Re -0.304 -0.314 -0.001  0.22
C -0.646 -1.649 3.195  -0.49
N 0.310 -0.708 2.616  1.07
C 0.318 0.546 3.354  -1.07
C 1.617 -1.310 2.516  -0.16
C 2.219 -1.897 3.616  -0.38
C 3.420 -2.575 3.505  -0.96
C 4.019 -2.685 2.259  -1.01
C 3.448 -2.085 1.158  -0.25
C 2.257 -1.348 1.259  -0.17
N 1.694 -0.710 0.167  1.01
C 2.510 -0.389 -0.912  0.00
C 3.804 0.111 -0.732  -0.69
C 4.606 0.423 -1.812  -0.69
C 4.140 0.241 -3.102  -1.07
C 2.854 -0.236 -3.301  -0.31
C 2.031 -0.540 -2.231  -0.13
N 0.701 -1.055 -2.386  0.75
C -0.080 -0.445 -3.448  -1.08
C 0.731 -2.508 -2.513  -1.20
H -0.476 -1.815 4.264  0.54
H -1.649 -1.259 3.050  -0.29
H -0.556 -2.596 2.673  0.04
H 0.660 0.425 4.390  0.37
H 0.979 1.263 2.868  0.25
H -0.695 0.946 3.372  0.21
H 1.733 -1.838 4.579  0.41
H 3.864 -3.037 4.373  0.43
H 4.937 -3.242 2.141  0.45
H 3.911 -2.202 0.191  0.55
H 4.172 0.258 0.274  0.59
H 5.603 0.801 -1.643  0.45
H 4.772 0.462 -3.947  0.44
H 2.495 -0.378 -4.310  0.44
H 0.266 -0.716 -4.453  0.43
H -1.108 -0.794 -3.347  0.13
H -0.057 0.640 -3.345  0.39
H 1.177 -2.813 -3.468  0.39
H 1.316 -2.926 -1.697  0.23
H -0.283 -2.894 -2.444  0.43
C -0.358 5.189 1.569  -1.60
C -0.290 3.677 1.452  0.41
O -0.920 3.293 0.239  -0.22
P -0.449 1.989 -0.597  -0.11
O -1.142 2.392 -1.990  -0.05
C -2.096 3.434 -2.227  -0.13
C -1.454 4.785 -2.483  -1.16
O 1.131 2.183 -0.823  -0.16
C 1.830 3.306 -1.373  0.00
C 3.070 3.583 -0.542  -1.02
H 0.251 5.520 2.404  0.43
H -1.381 5.513 1.723  0.37
H 0.015 5.654 0.661  0.31
H -0.805 3.198 2.289  0.11
H 0.752 3.339 1.445  -0.02
H -2.784 3.497 -1.382  0.07
H -2.640 3.105 -3.116  0.47
H -0.982 5.164 -1.582  0.13
H -2.232 5.479 -2.789  0.47
H -0.712 4.712 -3.274  0.30
H 1.174 4.180 -1.405  0.09
H 2.112 3.038 -2.395  0.28
H 2.803 3.865 0.474  0.28
H 3.635 4.394 -0.993  0.43
H 3.695 2.695 -0.512  0.10
C 0.075 -4.577 0.725  -1.59
C -1.305 -4.363 0.183  0.79
C -2.165 -5.404 -0.085  -0.74
C -3.447 -5.180 -0.570  -0.90
C -3.881 -3.882 -0.801  -1.11
C -3.048 -2.806 -0.578  1.11
C -3.483 -1.410 -0.941  -1.11
C -1.728 -3.025 -0.071  0.33
N -0.941 -1.998 0.130  1.13
H 0.530 -5.459 0.283  0.53
H 0.048 -4.736 1.802  0.32
H 0.690 -3.703 0.523  -0.02
H -1.830 -6.416 0.085  0.52
H -4.098 -6.013 -0.776  0.41
H -4.879 -3.707 -1.176  0.47
H -4.577 -1.391 -1.020  0.53
H -3.072 -1.140 -1.924  0.37
H -3.149 -0.672 1.020  0.32
N -3.341 0.139 2.606  -0.63
C -3.732 1.303 2.252  -0.27
C -3.734 1.727 0.883  -0.54
C -3.492 0.882 -0.146  -0.28
N -3.043 -0.398 0.023  -0.24
H -3.485 -0.072 3.590  0.23
H -4.139 2.033 2.959  0.38
H -4.048 2.739 0.686  0.38
H -3.664 1.194 -1.171  0.54

As for the net charge: +1. The calculation puts the energy at -61496.1688 eV. For the energy above the lowest of the compared OMol25 structures with the same formula, charge and spin, the calculation gives 2.0671 eV. For the LUMO energy (alpha / beta), the calculation gives -2.79 / -3.30 eV. The value obtained for the HOMO-LUMO gap (alpha / beta) is 6.405 / 6.317 eV. The multiplicity is 2.

***

No. 2
DFT (ωB97M-V/def2-TZVPD) results for C3H9O3Yb as an isolated structure.

Last column: Mulliken charge in e.
Geometry (Å):
Yb -0.866 0.019 -2.467  0.48
O 0.729 -1.004 -1.580  -0.61
H 0.618 -2.389 -0.895  0.43
C -1.793 1.713 0.347  -0.60
O -0.737 0.993 -0.267  0.20
C 0.201 0.423 0.644  -0.27
C 1.280 -0.313 -0.131  -0.53
H -2.492 2.025 -0.437  0.25
H -2.324 1.075 1.069  0.34
H -1.373 2.604 0.835  0.29
H -0.356 -0.271 1.293  0.38
H 0.641 1.243 1.234  0.32
H 2.042 -0.645 0.595  0.33
H 1.908 0.461 -0.616  0.45
O 0.836 -2.748 0.232  -0.76
H 1.686 -3.187 0.144  0.30

As for the net charge: +1. The calculation puts the energy at -40917.4985 eV. For the LUMO energy (alpha / beta), the calculation gives -4.32 / -6.71 eV. The value obtained for the HOMO-LUMO gap (alpha / beta) is 7.113 / 6.349 eV. The multiplicity is 3.

***

No. 3
DFT (ωB97M-V/def2-TZVPD) results for C34H39IrN3O2S3SbSe4Si as an isolated structure.

Last column: Mulliken charge in e.
Geometry (Å):
Ir 0.182 -0.019 -0.136  3.12
Se 0.479 -4.624 2.577  -0.76
Sb 1.726 -2.665 1.870  0.64
Se 1.466 -2.274 -0.609  -0.81
Se 0.470 -0.521 2.282  -0.62
Se 4.044 -2.509 2.655  -0.83
C -0.835 1.747 0.440  -0.39
Si -2.596 1.303 0.619  -1.48
C -2.751 -0.086 -0.639  -0.12
N -1.655 -1.091 -0.508  2.19
C -1.584 -1.878 -1.804  -0.12
C -1.979 -3.338 -1.655  -1.10
C -3.334 -3.441 -0.968  -0.83
C -3.226 -2.855 0.448  -0.76
C -1.964 -2.013 0.624  -0.74
C -3.202 0.824 2.338  0.34
C -4.425 0.170 2.507  0.13
C -4.890 -0.186 3.765  -0.91
C -4.130 0.108 4.889  -0.47
C -2.912 0.756 4.745  -0.71
C -2.455 1.108 3.482  -0.05
C -3.814 2.621 -0.021  0.42
C -4.930 3.072 0.687  -0.49
C -5.781 4.038 0.162  -0.64
C -5.533 4.575 -1.093  -0.52
C -4.426 4.146 -1.816  -0.65
C -3.580 3.184 -1.282  0.19
H -0.358 2.213 1.307  0.69
H -0.761 2.436 -0.408  -0.48
H -2.559 0.452 -1.573  -1.01
H -3.724 -0.582 -0.736  0.75
H -0.587 -1.787 -2.213  -0.42
H -2.264 -1.395 -2.509  0.06
H -1.212 -3.876 -1.092  0.32
H -2.008 -3.775 -2.657  0.54
H -3.688 -4.475 -0.934  0.46
H -4.065 -2.877 -1.558  0.28
H -3.140 -3.658 1.184  0.59
H -4.124 -2.289 0.710  0.03
H -1.106 -2.669 0.747  0.06
H -2.022 -1.421 1.533  0.37
H -5.025 -0.075 1.635  0.56
H -5.836 -0.705 3.868  0.38
H -4.480 -0.182 5.873  0.34
H -2.302 0.963 5.616  0.40
H -1.486 1.580 3.381  0.28
H -5.134 2.668 1.672  0.30
H -6.640 4.371 0.734  0.38
H -6.196 5.327 -1.506  0.35
H -4.216 4.556 -2.796  0.45
H -2.718 2.866 -1.860  -0.07
C 4.807 1.500 2.240  -0.92
N 3.478 1.655 1.698  -0.07
C 2.979 0.898 0.697  0.25
N 3.754 -0.112 0.243  -0.26
O 1.877 1.226 0.200  -0.34
H 4.945 2.232 3.033  0.33
H 5.574 1.652 1.475  0.30
H 4.934 0.505 2.673  0.22
H 2.887 2.416 1.977  0.24
H 4.256 -0.658 0.950  0.05
H 3.252 -0.738 -0.392  0.12
O -0.242 0.652 -2.159  -1.33
C 0.381 1.243 -3.221  3.07
C 1.591 2.125 -2.874  -0.20
C 1.669 3.076 -1.903  -0.13
C 2.915 3.755 -1.881  -0.79
C 3.766 3.312 -2.849  -0.65
S 3.056 2.069 -3.780  -0.23
C 0.827 0.219 -4.278  -0.96
C 0.685 0.250 -5.636  -0.39
C 1.268 -0.876 -6.283  -0.77
C 1.839 -1.736 -5.394  -0.67
S 1.672 -1.191 -3.782  0.22
C -0.667 2.134 -3.914  -0.47
C -1.942 1.760 -4.222  -0.05
C -2.680 2.777 -4.883  -0.95
C -1.947 3.911 -5.072  -0.60
S -0.366 3.742 -4.434  -0.24
H 0.873 3.249 -1.197  0.35
H 3.172 4.524 -1.165  0.39
H 4.777 3.635 -3.042  0.43
H 0.178 1.052 -6.154  0.52
H 1.251 -1.039 -7.352  0.38
H 2.331 -2.673 -5.601  0.44
H -2.323 0.780 -3.970  0.27
H -3.714 2.675 -5.186  0.38
H -2.262 4.839 -5.523  0.44

As for the net charge: -2. The calculation puts the energy at -355608.1360 eV. For the energy above the lowest of the compared OMol25 structures with the same formula, charge and spin, the calculation gives 0.0000 eV. For the LUMO energy, the calculation gives 3.72 eV. The value obtained for the HOMO-LUMO gap is 5.500 eV. The multiplicity is 1.